(one)
{
  "formula": "C4H10N3O",
  "method": "ωB97M-V with the def2-TZVPD basis set",
  "smiles": "CC(C)=NOC(N)=[NH2+]",
  "charge": 1,
  "orbital_gap_ev": 10.914,
  "species": ["H", "C", "O", "H", "C", "H", "H", "N", "H", "C", "N", "H", "H", "C", "H", "N", "H", "H"],
  "coordinates": [[0.9835, 1.3952, -3.3509], [-0.5993, 0.1474, 1.0792], [0.5873, 0.2436, -1.0916], [1.8394, -2.0255, -2.9338], [-1.0081, -0.8072, 2.2105], [-1.5376, 1.7436, 2.1674], [-0.8613, -1.8110, 1.7846], [1.3376, -1.6573, -2.1997], [-2.0833, -0.4936, 2.5309], [-0.8255, 1.5346, 1.4429], [-0.0380, -0.4508, 0.0926], [-0.9612, 2.3677, 0.6164], [-0.4478, -0.3731, 3.0706], [1.2164, -0.3340, -2.1936], [0.0745, 1.9934, 1.8882], [1.2837, 0.4766, -3.2367], [1.7654, 0.1394, -4.0276], [0.9303, -2.1127, -1.4030]]
}


(two)
{
  "formula": "C4H10N3O",
  "method": "ωB97M-V with the def2-TZVPD basis set",
  "charge": 1,
  "orbital_gap_ev": [7.294, 7.536],
  "species": ["H", "N", "H", "N", "H", "H", "H", "N", "C", "H", "C", "O", "H", "H", "H", "C", "H", "C"],
  "coordinates": [[2.5918, 0.8889, 0.6964], [0.3568, 1.9513, -0.2024], [-2.4054, -3.0437, 0.5276], [-2.9264, -0.2053, -1.0269], [1.2466, 0.4107, -1.2479], [2.1898, -0.8789, 0.5568], [0.0139, -1.8441, 0.6871], [-0.5343, -0.3562, -0.4696], [-2.0888, -2.0519, 0.0218], [1.2036, 0.0610, 1.6099], [0.6749, 0.4839, -0.3680], [-3.1090, -1.4518, -0.4973], [0.9362, 2.6762, -0.6020], [-1.4774, 0.1265, -0.9760], [0.2531, 2.0108, 0.8091], [1.7002, 0.2011, 0.6895], [-3.8835, 0.1544, -1.2949], [-0.7894, -1.4912, 0.0639]]
}


Unit: eV. Relative energies: (one) 0.000; (two) 2.619.


(one)
{
  "formula": "C17H22Cl2I2N2O2SiW",
  "method": "ωB97M-V with the def2-TZVPD basis set",
  "charge": 2,
  "orbital_gap_ev": 5.875,
  "species": ["H", "H", "H", "I", "C", "C", "H", "H", "H", "H", "H", "O", "Cl", "C", "H", "C", "C", "H", "Si", "C", "H", "H", "H", "H", "H", "N", "H", "C", "C", "C", "C", "C", "C", "Cl", "C", "C", "C", "H", "H", "I", "H", "H", "C", "N", "W", "C", "H", "H", "O"],
  "coordinates": [[2.5382, 4.2438, -0.5800], [3.2858, -4.0213, -1.0634], [1.5850, -0.2594, 3.1916], [-7.3275, 1.5334, 0.5740], [1.5577, -2.7654, -1.2737], [-2.5522, 1.7184, 1.0986], [4.3443, 1.5856, -2.3207], [-1.6253, -0.9825, 0.1422], [4.2140, -2.6628, 0.8242], [0.3660, 1.0186, 3.5982], [0.2447, 2.2210, -3.6276], [0.8578, 1.4857, -0.7692], [2.0291, 2.2493, 1.6142], [-2.1340, 0.5654, -1.0863], [-0.9493, -1.9036, -1.8617], [-5.2685, 1.6077, 0.8030], [-4.7205, 2.1803, 1.9456], [-5.3649, 2.5814, 2.7158], [2.0096, 2.2031, -1.8867], [-3.0678, 1.1247, -0.0478], [3.4470, 0.1972, -1.7319], [1.2389, 0.7528, -3.7663], [2.9412, -0.7017, 1.6130], [-4.8819, 0.6139, -1.0636], [1.8535, 2.2959, -4.3202], [1.3849, -0.9584, 0.2633], [3.9932, 1.4578, -0.6012], [3.5874, 1.2739, -1.5971], [-4.4450, 1.0694, -0.1841], [-0.3403, -1.1075, -1.4323], [2.5652, -1.3190, 0.8104], [0.6952, 0.2723, 2.8798], [0.8998, -1.6555, -0.7864], [-0.6498, -0.8713, 2.5724], [2.7575, -3.1523, -0.6942], [3.2741, -2.4073, 0.3567], [-3.3416, 2.2331, 2.1085], [1.0566, 4.4471, -1.5292], [1.1364, -3.3163, -2.1036], [-2.4756, 3.0314, 3.8132], [-1.5857, 1.3485, -1.6123], [2.6252, 4.5072, -2.3217], [2.0577, 4.0118, -1.5292], [-1.1111, -0.3260, -0.4428], [0.3283, 0.8433, 0.8535], [1.2568, 1.8206, -3.5373], [-0.0502, -0.4308, -2.2388], [-2.6946, -0.0121, -1.8223], [-1.1722, 1.7578, 1.2198]]
}


(two)
{
  "formula": "C17H22Cl2I2N2O2SiW",
  "method": "ωB97M-V with the def2-TZVPD basis set",
  "charge": 2,
  "orbital_gap_ev": 5.127,
  "species": ["H", "C", "H", "C", "H", "H", "H", "C", "C", "H", "Cl", "N", "C", "H", "H", "C", "C", "C", "I", "H", "H", "C", "N", "H", "H", "C", "O", "Cl", "H", "H", "C", "W", "C", "I", "H", "C", "H", "H", "H", "H", "Si", "C", "O", "C", "H", "C", "C", "H", "H"],
  "coordinates": [[3.8666, 1.1627, 2.5142], [-1.4690, 0.4357, -4.5746], [2.5959, 0.5221, -2.0893], [2.8412, 1.0986, 2.8557], [-2.6483, 0.4365, -2.7846], [0.2040, -1.8096, 2.5799], [1.3300, -2.5948, 1.4515], [1.8050, 1.2688, 1.9444], [2.5747, 0.8568, 4.1972], [-2.7469, -3.5829, 1.5054], [-0.2931, 3.2718, -0.8251], [-0.6324, 0.7494, -2.3740], [-2.6498, -2.5789, 1.0809], [-0.8043, -4.5238, -0.7078], [1.3809, -0.1461, -0.2870], [-0.1816, 0.5692, -5.0792], [0.2168, 0.9117, 3.7382], [0.3027, -2.5957, 1.8258], [-1.7586, 0.7135, 4.3548], [0.1390, -3.5529, 2.3290], [-2.8827, 2.6722, 0.8813], [-0.5856, -3.4861, -0.9755], [1.2654, 0.8500, -0.4703], [0.4573, -3.4463, -1.2981], [-2.9030, -1.8699, 1.8731], [0.6181, 0.8455, -2.8541], [-0.7050, -0.7832, -0.0953], [-3.3131, 0.4994, -0.0891], [-3.3906, -2.5013, 0.2803], [-1.2203, -3.2325, -1.8288], [2.1370, 1.5886, 0.5113], [-0.9121, 1.0696, -0.2637], [1.7134, 1.1219, -1.8663], [4.1309, 0.6371, 5.5337], [2.0364, 2.6490, 0.2916], [-2.7106, 2.2046, -0.0817], [-3.0934, 2.7558, -0.9319], [3.1658, 1.2929, 0.3049], [1.0431, 0.5489, 5.6792], [1.9955, 2.1725, -1.9285], [-0.9270, -2.4080, 0.4703], [0.5105, 1.1774, 2.4188], [-0.5399, 1.3228, 1.5040], [-1.6639, 0.5311, -3.2191], [1.8894, 0.8758, -4.5684], [0.8749, 0.7745, -4.2067], [1.2581, 0.7560, 4.6400], [-2.3174, 0.2609, -5.2209], [-0.0039, 0.5089, -6.1452]]
}


Unit: eV. Relative energies: (one) 0.000; (two) 0.541.


(one)
{
  "formula": "C2H4FP",
  "method": "ωB97M-V with the def2-TZVPD basis set",
  "smiles": "[H]/P=C(/C)F",
  "orbital_gap_ev": 9.445,
  "species": ["P", "H", "H", "H", "F", "H", "C", "C"],
  "coordinates": [[-1.5858, 0.7277, 0.0835], [1.2964, 0.6405, -1.1112], [0.8528, 1.0385, 0.6286], [1.7118, -0.5049, 0.3601], [-0.4140, -1.6693, 0.1531], [-2.6391, -0.1593, -0.0400], [-0.3025, -0.3345, -0.0563], [1.0805, 0.2615, -0.0178]]
}


(two)
{
  "formula": "C2H4FP",
  "method": "ωB97M-V with the def2-TZVPD basis set",
  "smiles": "[H]/P=C(/C)F",
  "orbital_gap_ev": 9.642,
  "species": ["H", "C", "H", "C", "H", "H", "P", "F"],
  "coordinates": [[-2.3587, -0.5821, 0.0868], [-0.3609, -0.2251, 0.0620], [1.4745, 0.0556, 0.8459], [0.9769, 0.3688, -0.0072], [0.9434, 1.4147, -0.0651], [1.6215, -0.0907, -0.9219], [-1.7752, 0.6544, 0.0018], [-0.5214, -1.5956, -0.0023]]
}


Unit: eV. Relative energies: (one) 0.100; (two) 0.000.


(one)
{
  "formula": "C10H11N2",
  "method": "ωB97M-V with the def2-TZVPD basis set",
  "charge": 1,
  "orbital_gap_ev": 7.636,
  "species": ["H", "C", "H", "C", "H", "C", "N", "C", "H", "H", "C", "C", "H", "H", "C", "H", "C", "H", "C", "N", "H", "H", "C"],
  "coordinates": [[-1.3217, 1.5793, -0.1723], [1.8728, -1.7893, 0.4657], [-2.6981, -2.2922, -0.6087], [-3.3751, -0.1056, 0.0755], [-3.8775, -0.3394, 1.0531], [1.3341, 0.9946, 0.6318], [0.1853, 0.6055, 0.4177], [-1.6964, -1.7167, -0.3932], [-3.9653, -0.6532, -0.6544], [2.2933, -2.4921, 1.1812], [-1.0550, 0.6153, 0.1880], [3.7242, 1.2944, -0.1882], [-0.4840, -3.0320, -1.5273], [3.6740, 1.9788, 0.6485], [0.6838, -2.0133, -0.0974], [4.5415, 0.6767, -0.2895], [-0.4645, -2.3000, -0.7450], [3.4709, 1.8754, -1.1418], [-1.9670, -0.4027, -0.1105], [2.6716, -0.8007, 0.0645], [1.6387, 1.5695, 1.6994], [-3.5221, 1.0046, -0.1894], [2.5805, 0.4514, 0.0908]]
}


(two)
{
  "formula": "C10H11N2",
  "method": "ωB97M-V with the def2-TZVPD basis set",
  "charge": 1,
  "orbital_gap_ev": 9.279,
  "species": ["H", "C", "C", "N", "C", "H", "H", "C", "H", "C", "C", "H", "H", "N", "H", "C", "H", "H", "H", "H", "C", "C", "C"],
  "coordinates": [[0.5352, 0.3011, -4.4571], [-0.4786, -1.0065, 0.0166], [1.2118, 0.4431, -3.5578], [-1.0410, -0.7314, 2.7383], [-0.6217, -1.7689, -1.1139], [-1.6152, -2.6129, 2.0012], [2.0820, -0.1277, -3.7013], [0.2101, 0.8749, 1.3525], [-0.2176, -1.9360, -3.1590], [0.5987, -0.0408, -2.2942], [-0.3607, 0.4432, 2.4868], [0.1129, 2.2602, 3.7279], [1.6693, 1.4548, -3.3817], [0.1093, 0.1718, 0.0450], [-1.0364, -2.8329, -1.2015], [-0.4031, 1.3008, 3.7004], [0.6518, 1.7575, 1.1583], [0.8053, 1.7871, -1.2680], [-1.4810, 1.6934, 3.7258], [-0.0549, 0.7469, 4.6029], [0.5082, 0.7235, -1.0933], [0.0583, -1.3352, -2.2093], [-1.2426, -1.5659, 1.8813]]
}


(three)
{
  "formula": "C10H11N2",
  "method": "ωB97M-V with the def2-TZVPD basis set",
  "smiles": "[H]/N=C\\C=C/C(=[NH2+])c1ccccc1",
  "charge": 1,
  "orbital_gap_ev": 8.154,
  "species": ["N", "H", "H", "C", "H", "H", "H", "C", "H", "C", "H", "C", "N", "C", "C", "H", "H", "C", "H", "C", "H", "C", "C"],
  "coordinates": [[-2.1863, 2.4463, -0.7939], [-1.6982, -2.8464, -0.6264], [-0.2505, 1.0920, 1.4725], [-1.9636, 1.2448, -0.6021], [3.8451, 1.3301, 0.0506], [1.7927, -1.8288, -1.2037], [1.8390, 2.2877, 1.4253], [-1.9830, -0.8264, 0.7027], [3.6949, -0.7257, -1.1745], [1.8451, 1.3248, 0.8871], [-0.1334, -2.9104, -1.0676], [-2.5258, 0.3345, 0.3442], [-0.8435, -2.3017, -0.6480], [2.9004, -0.2738, -0.5457], [1.7050, -1.0206, -0.5413], [-3.4160, 0.7172, 0.7796], [-2.8779, 2.9235, -0.2948], [-0.6928, -1.2314, 0.0578], [-2.1463, -1.3956, 1.6619], [0.5330, -0.5600, 0.1066], [-1.0594, 0.7619, -1.0793], [2.9684, 0.8266, 0.2606], [0.6530, 0.6314, 0.8285]]
}


Unit: eV. Relative energies: (one) 3.136; (two) 1.400; (three) 0.000.